No. 1
{"formula": "C4H5Cl5N2O", "method": "the ωB97M-V functional and the def2-TZVPD basis", "elements": ["C", "C", "Cl", "N", "Cl", "O", "C", "N", "Cl", "C", "Cl", "Cl", "H", "H", "H", "H", "H"], "coordinates": [[-1.71, 0.78, 1.32], [-0.97, 0.56, 0.11], [-1.89, -0.14, -1.19], [-0.18, 1.46, -0.61], [0.65, 2.67, 0.39], [0.76, 0.77, -1.33], [1.23, -0.39, -0.71], [0.89, -1.54, -1.51], [2.98, -0.25, -0.64], [0.46, -0.58, 0.57], [-0.32, -2.11, 0.87], [1.36, -0.16, 2.06], [-1.12, 1.33, 1.99], [-1.95, -0.24, 1.57], [-2.62, 1.45, 1.05], [0.95, -1.26, -2.44], [1.48, -2.34, -1.50]], "smiles": "C[C@@]1(Cl)N(Cl)O[C@@](N)(Cl)C1(Cl)Cl", "gap_ev": 9.775, "de_lowest_kcal_mol": 42.39, "lumo_energy_ev": 0.344}

---

No. 2
{"formula": "C4H5ClN2O", "method": "the ωB97M-V functional and the def2-TZVPD basis", "elements": ["C", "C", "Cl", "C", "C", "N", "N", "O", "H", "H", "H", "H", "H"], "coordinates": [[-0.56, 0.29, -0.77], [-0.13, -0.41, 0.53], [-0.94, -2.06, 0.83], [1.38, -0.63, 0.64], [1.90, -1.37, -0.59], [2.25, -1.99, -1.48], [2.23, 0.57, 0.52], [3.18, 0.83, 1.23], [-0.41, -0.36, -1.55], [0.24, 1.11, -1.09], [-1.51, 0.60, -0.64], [-0.39, 0.15, 1.33], [1.76, -1.19, 1.45]], "smiles": "C[C@@H](Cl)[C@@H](C#N)N=O", "gap_ev": [8.808, 8.807], "de_lowest_kcal_mol": 98.46, "lumo_energy_ev": [-1.058, -1.059]}

---

No. 3
{"formula": "C4H5ClN2O", "method": "the ωB97M-V functional and the def2-TZVPD basis", "elements": ["C", "C", "C", "C", "N", "N", "O", "Cl", "H", "H", "H", "H", "H"], "coordinates": [[2.71, 1.18, 0.57], [-0.28, -0.96, -0.30], [1.84, 1.84, -0.26], [-0.94, -0.36, -1.38], [-0.09, -0.14, 0.72], [1.64, 2.68, -1.11], [3.76, 0.61, 0.17], [-1.38, -1.25, -2.71], [2.48, 1.18, 1.63], [-0.07, -2.01, -0.34], [-1.42, 0.59, -1.31], [0.59, -0.54, 1.52], [1.05, 2.76, -1.95]], "gap_ev": [8.098, 6.823], "de_lowest_kcal_mol": 122.27, "lumo_energy_ev": [-0.643, -1.146]}

---

No. 4
{"formula": "C4H5ClOS", "method": "the ωB97M-V functional and the def2-TZVPD basis", "elements": ["C", "S", "O", "Cl", "C", "C", "C", "H", "H", "H", "H", "H"], "coordinates": [[-2.05, -0.20, -0.86], [-0.95, -0.92, 0.16], [-0.52, -2.22, -0.21], [-1.04, -1.00, 2.46], [0.67, 0.26, 0.08], [1.24, 1.04, -0.79], [1.88, 0.83, 0.61], [-2.42, -0.95, -1.52], [-2.76, 0.37, -0.27], [1.34, 1.19, -1.80], [2.74, 0.07, 0.70], [1.87, 1.54, 1.45]], "smiles": "C=[S@](=O)(Cl)C1=CC1", "gap_ev": 7.841, "de_lowest_kcal_mol": 147.04, "lumo_energy_ev": -1.609}

---

No. 5
{"formula": "C4H5ClS", "method": "the ωB97M-V functional and the def2-TZVPD basis", "elements": ["S", "C", "C", "C", "Cl", "C", "H", "H", "H", "H", "H"], "coordinates": [[2.76, -0.05, -0.15], [1.16, 0.03, -0.15], [0.11, -1.05, -0.07], [-0.85, 0.06, 0.42], [-2.54, -0.05, -0.24], [0.09, 1.10, -0.12], [0.23, -2.01, 0.51], [-0.16, -1.36, -1.11], [-0.94, 0.03, 1.52], [-0.25, 1.34, -1.12], [0.39, 1.95, 0.49]], "smiles": "S=C1CC(Cl)C1", "gap_ev": 8.503, "de_lowest_kcal_mol": 20.37, "lumo_energy_ev": -0.350}

---

No. 6
{"formula": "C4H5ClS2", "method": "the ωB97M-V functional and the def2-TZVPD basis", "elements": ["C", "C", "C", "S", "C", "S", "Cl", "H", "H", "H", "H", "H"], "coordinates": [[0.21, -0.06, -0.81], [0.58, -0.54, 0.59], [-0.23, -1.28, 1.35], [-1.64, -1.58, 0.34], [-2.40, -0.01, 0.15], [-2.16, 1.28, 1.15], [-3.79, -0.05, -1.01], [0.26, -1.01, -1.53], [0.93, 0.59, -1.15], [-0.89, 0.53, -0.64], [1.54, -0.16, 0.77], [-0.25, -1.58, 2.31]], "smiles": "C/C=C\\SC(=S)Cl", "gap_ev": 8.247, "de_lowest_kcal_mol": 63.52, "lumo_energy_ev": -0.866}

---

No. 7
{"formula": "C4H5CoO2", "method": "the ωB97M-V functional and the def2-TZVPD basis", "elements": ["H", "O", "C", "C", "C", "H", "H", "H", "C", "O", "Co", "H"], "coordinates": [[-3.06, 0.81, -0.68], [-2.27, 1.00, -0.17], [-1.16, 0.37, -0.78], [0.06, 0.59, 0.01], [0.77, 0.99, 0.98], [-0.99, 0.77, -1.80], [-1.31, -0.72, -0.87], [1.05, 1.70, 1.75], [1.45, -0.59, 0.30], [1.02, -1.82, 0.53], [2.35, -2.75, 1.30], [2.08, -0.37, -0.58]], "spin_multiplicity": 6, "gap_ev": [8.614, 8.009], "de_lowest_kcal_mol": 36.80, "lumo_energy_ev": [-3.450, -6.713], "total_charge": 1}

---

No. 8
{"formula": "C4H5CrLiO7", "method": "the ωB97M-V functional and the def2-TZVPD basis", "elements": ["O", "C", "O", "O", "C", "O", "C", "C", "O", "O", "Cr", "Li", "H", "H", "H", "H", "O", "H"], "coordinates": [[-3.93, 1.59, -1.29], [-2.83, 1.01, -1.02], [-2.53, -0.05, -1.64], [-2.05, 1.54, -0.12], [-0.79, 0.90, 0.17], [1.13, 1.12, 1.54], [3.01, -2.19, 0.09], [-0.07, 1.69, 1.26], [3.68, -1.14, -0.03], [1.83, -2.23, 0.52], [-4.17, 0.12, -2.54], [2.08, -0.21, 0.83], [-0.19, 0.89, -0.76], [-0.97, -0.13, 0.49], [0.01, 2.75, 0.90], [-0.75, 1.74, 2.14], [3.59, -3.33, -0.34], [2.96, -4.06, -0.21]], "spin_multiplicity": 5, "gap_ev": [3.247, 3.195], "de_lowest_kcal_mol": 54.94, "lumo_energy_ev": [-3.878, -3.931]}

---

Which formula does entry 7 have? C4H5CoO2